# C30H45DyNO4P2

A structure of composition C30H45DyNO4P2 in a non-equilibrium geometry (ωB97M-V/def2-TZVPD, the OMol25 dataset).

Each line ends with the Löwdin spin population.
Element x y z (Å)
Dy 3.05594 1.65541 -2.84527  5.749
C -0.70332 -0.70619 1.09255  -0.003
C -0.17445 -1.58539 0.10046  -0.283
C 1.24908 -1.59541 1.88460  -0.121
C 0.17694 -0.73562 2.20270  -0.281
C 1.04691 -2.10427 0.59581  -0.117
C -1.90420 0.14654 0.95208  0.013
H -2.27142 0.16582 -0.07872  0.000
H -1.65214 1.17777 1.22690  0.002
H -2.73331 -0.19411 1.58401  0.003
C 0.14123 0.08799 3.41638  -0.052
H -0.42637 1.00487 3.24607  -0.003
H 1.17504 0.37357 3.65499  -0.008
H -0.26639 -0.41151 4.30406  -0.019
C 2.47160 -1.84336 2.68180  -0.012
H 2.28682 -2.45365 3.57221  -0.004
H 2.91354 -0.89304 2.99367  -0.003
H 3.21243 -2.36218 2.05786  0.000
C 1.94211 -3.03849 -0.09528  -0.012
H 2.40907 -3.70763 0.63964  -0.001
H 2.75147 -2.51761 -0.64235  -0.005
H 1.36582 -3.63942 -0.80159  -0.001
C -0.77979 -1.98132 -1.16676  -0.054
H -0.68975 -3.07438 -1.29189  -0.011
H -0.30853 -1.50814 -2.05127  -0.019
H -1.84819 -1.73654 -1.18023  -0.001
C -2.80193 2.88900 -2.01206  0.000
C -3.91352 2.22518 -1.69623  0.000
C -4.30884 0.91589 -2.28900  0.000
C -4.08809 0.86158 -3.83454  0.000
C -2.87493 0.10828 -4.27487  0.000
C -1.66455 0.02180 -3.68998  -0.001
C -1.17739 0.96313 -2.63836  0.000
C -1.65067 2.40064 -2.88286  0.000
H -5.38278 0.75655 -2.08224  0.000
H -4.18374 1.85478 -4.28964  0.000
H -3.76322 0.07834 -1.81464  0.000
H -1.84337 2.55173 -3.94992  0.000
H -2.55630 3.77344 -1.38444  0.000
H -4.51418 2.51352 -0.81395  0.000
H -0.77379 3.01460 -2.61888  0.000
H -1.47076 0.65910 -1.61642  0.000
H -0.98262 -0.79765 -3.98775  -0.001
H -0.05886 0.84420 -2.60470  0.001
H -4.93915 0.29788 -4.23037  0.000
H -3.05282 -0.57608 -5.11370  0.000
P 0.93129 1.70174 -5.02704  0.028
C 0.72193 3.35458 -5.79998  0.002
C 0.12021 0.74454 -6.44020  0.006
P 2.97636 -0.43908 -4.20431  0.043
C 2.67804 1.19720 -5.37130  0.030
C 2.15001 -1.85278 -4.96652  0.006
C 4.77057 -0.49158 -4.53101  0.014
H 1.50733 4.06393 -5.50726  0.001
H -0.22901 3.72577 -5.40226  0.000
H 0.64124 3.35770 -6.89323  0.000
H 0.34557 1.13370 -7.45082  0.001
H -0.96918 0.80732 -6.32070  0.000
H 0.35907 -0.32738 -6.44452  0.000
H 4.93748 -0.22776 -5.58448  0.000
H 5.02647 -1.54487 -4.35586  0.001
H 5.38894 0.14733 -3.86736  0.008
H 3.42683 2.01507 -5.14012  0.022
H 2.89488 0.90158 -6.40302  0.000
H 2.71502 -2.77963 -4.75993  0.000
H 2.02768 -1.79250 -6.06010  0.002
H 1.14817 -1.97327 -4.51399  0.000
O 3.83587 0.91409 -0.83400  0.030
C 2.88561 1.54098 -0.19703  0.014
O 1.92878 2.04475 -0.93711  0.033
C 2.86342 1.80402 1.23654  0.002
C 3.85338 1.22652 2.04913  -0.001
C 3.92618 1.55209 3.39373  0.000
C 3.05753 2.52942 3.91561  -0.002
C 2.05352 3.10497 3.10653  0.000
C 1.96294 2.74556 1.77244  -0.001
N 3.12580 2.87245 5.30027  0.000
O 3.90076 2.22549 6.05331  0.000
O 2.41457 3.81541 5.72016  0.000
H 4.55355 0.52765 1.57454  0.000
H 4.66485 1.08200 4.05046  0.000
H 1.37073 3.82515 3.56519  0.000
H 1.19148 3.20090 1.12812  0.000

The total charge is +1. The spin multiplicity is 6. As for the HOMO energy (spin up / spin down): -9.06 / -9.15 eV. The calculation puts the gap between HOMO and LUMO (spin up / spin down) at 5.6 / 5.6 eV. As for the relative energy (zero: lowest compared OMol25 entry of this formula, charge and spin): 0.0 kcal per mole.